Entry from the Open Molecules 2025 dataset: a cluster of 36 separate species, H72O36 in total in a non-equilibrium geometry (ωB97M-V with the def2-TZVPD basis set).

```
! RIJCOSX wB97M-V def2-TZVPD def2/J DEFGRID3
* xyz 0 1
O -2.301 3.514 2.096
H -2.164 2.856 1.415
H -3.248 3.525 2.232
O 1.813 2.405 -0.424
H 1.364 1.565 -0.520
H 1.108 3.045 -0.330
O -4.345 -0.917 2.564
H -4.976 -0.676 3.243
H -4.807 -1.559 2.024
O 5.394 -3.318 -0.928
H 5.751 -2.563 -0.460
H 4.450 -3.269 -0.776
O -0.275 4.289 -0.325
H -0.287 4.395 0.626
H -1.175 4.467 -0.598
O 0.086 -1.133 5.531
H -0.080 -0.507 4.827
H 0.975 -0.933 5.825
O -2.252 -3.810 3.115
H -2.734 -3.137 3.596
H -2.097 -3.424 2.253
O 2.645 -3.544 -1.037
H 2.650 -2.944 -0.292
H 2.194 -3.061 -1.731
O 2.645 4.708 -1.854
H 2.577 3.758 -1.755
H 3.546 4.856 -2.141
O -2.037 -3.909 -2.027
H -1.510 -3.664 -2.788
H -2.379 -3.079 -1.695
O 3.966 3.077 1.433
H 4.324 3.964 1.409
H 3.152 3.133 0.933
O 2.505 -3.063 3.329
H 1.817 -2.440 3.094
H 2.054 -3.905 3.395
O -0.027 3.315 -3.048
H -0.335 3.821 -2.296
H 0.832 3.686 -3.250
O 1.696 1.087 -3.601
H 0.982 1.657 -3.317
H 2.002 1.476 -4.421
O -4.829 0.357 0.032
H -5.696 0.298 -0.369
H -4.984 0.198 0.963
O 0.926 -5.227 3.077
H 1.234 -6.035 2.667
H 0.378 -4.813 2.410
O -1.924 -1.438 1.625
H -2.726 -1.237 2.108
H -2.121 -1.196 0.720
O 0.435 -2.545 1.394
H 0.140 -3.348 0.966
H -0.372 -2.100 1.654
O -3.536 -1.507 -1.292
H -3.989 -0.898 -0.708
H -3.912 -1.334 -2.156
O 3.044 -1.542 0.779
H 2.342 -2.070 1.158
H 3.381 -1.028 1.513
O 0.591 1.271 3.035
H 0.426 0.834 2.200
H 1.540 1.217 3.150
O 3.125 0.165 2.950
H 2.748 -0.290 3.703
H 3.611 0.897 3.329
O -0.491 -0.314 -5.779
H -0.999 0.280 -5.227
H -0.995 -0.379 -6.590
O -5.050 3.187 0.080
H -5.066 3.400 1.013
H -4.964 2.234 0.053
O -2.997 -0.539 -4.316
H -3.763 -0.114 -4.702
H -3.181 -1.475 -4.386
O -1.789 0.909 3.958
H -0.981 1.303 3.629
H -2.249 0.613 3.173
O -2.390 1.737 0.215
H -3.198 1.271 0.001
H -1.814 1.573 -0.531
O 3.712 0.647 -1.276
H 3.158 1.214 -0.739
H 3.184 -0.139 -1.417
O 5.984 -0.740 -0.286
H 5.259 -0.175 -0.551
H 6.054 -0.614 0.660
O 0.217 4.179 2.626
H 0.426 3.247 2.680
H -0.718 4.204 2.420
O -0.500 -4.843 0.159
H -0.091 -5.642 -0.174
H -1.124 -4.592 -0.521
O 1.294 -1.439 -2.570
H 1.332 -0.535 -2.883
H 0.479 -1.784 -2.932
O -2.752 4.404 -1.066
H -3.570 4.005 -0.768
H -2.965 5.330 -1.181
O -1.146 0.577 -2.074
H -1.645 0.209 -2.803
H -0.615 1.267 -2.471
O 0.322 0.118 0.193
H -0.493 0.027 -0.299
H 0.837 -0.652 -0.050
O 3.625 -1.224 -4.401
H 3.209 -1.290 -5.260
H 3.120 -1.816 -3.843
*
```

Its highest occupied orbital energy is -8.432 eV. The molar mass is 648.5 g/mol. The energy comes out at -2751.85900 a.u. The frontier orbital gap comes out at 6.63 eV. The value obtained for the energy relative to the best compared isomer or geometry (same formula, charge and spin) is 4.6469 eV. The calculation puts the largest force on an atom at 1.4 eV Å⁻¹.

Atom charges from the Mulliken analysis, given in e for atoms 1 to 2:
1. O -0.6608
2. H 0.2648

Entry from the Open Molecules 2025 dataset: a structure of composition C3H6N4 in a non-equilibrium geometry (ωB97M-V with the def2-TZVPD basis set).

```
! RIJCOSX wB97M-V def2-TZVPD def2/J DEFGRID3
* xyz 0 1
C 0.042 0.273 -0.163
C -0.080 -0.504 -1.402
C -0.593 -1.688 -0.986
H 0.576 1.510 1.838
H -0.489 2.656 0.980
H 2.032 1.211 -0.125
H 0.402 -0.075 -2.309
H -0.601 -2.724 -1.254
H -1.098 -2.253 1.108
N 0.494 2.111 1.195
N 0.696 1.532 -0.138
N -0.930 -1.605 0.438
N -0.451 -0.443 0.816
*
```

Its highest occupied orbital energy is -8.744 eV. The molar mass is 98.1 g/mol. The energy comes out at -336.76260 a.u. The frontier orbital gap comes out at 9.54 eV. The value obtained for the energy relative to the best compared isomer or geometry (same formula, charge and spin) is 5.0790 eV. The calculation puts the largest force on an atom at 12.9 eV Å⁻¹.

Atom charges from the Mulliken analysis, given in e for atoms 1 to 2:
1. C 0.4044
2. C -0.3454

Entry from the Open Molecules 2025 dataset: a structure of composition C36H72BCrF4O27 in a non-equilibrium geometry (ωB97M-V with the def2-TZVPD basis set).

```
! RIJCOSX wB97M-V def2-TZVPD def2/J DEFGRID3
* xyz 2 6
Cr -0.717 -1.558 -3.605
B -1.059 -0.902 -0.169
F -1.848 -1.499 0.752
F -1.708 0.261 -0.489
F 0.200 -0.599 0.378
F -0.960 -1.642 -1.338
C 3.309 0.015 -0.796
C 3.591 -0.382 0.615
O 4.131 -1.679 0.528
C 4.425 -2.494 1.499
O 4.627 -3.699 1.356
O 4.288 -1.934 2.776
C 4.686 -2.657 3.907
H 4.128 -0.147 -1.497
H 3.043 1.072 -0.756
H 2.502 -0.576 -1.228
H 2.806 -0.174 1.342
H 4.370 0.273 1.005
H 5.013 -1.966 4.684
H 5.542 -3.282 3.652
H 3.977 -3.310 4.416
C 3.826 6.393 -2.505
C 2.534 5.991 -1.892
O 2.828 4.906 -0.957
C 1.838 4.549 -0.195
O 0.721 5.159 0.000
O 2.207 3.389 0.335
C 1.294 2.719 1.266
H 4.198 5.540 -3.073
H 4.642 6.663 -1.835
H 3.603 7.233 -3.163
H 1.723 5.758 -2.583
H 2.070 6.841 -1.390
H 1.645 1.702 1.444
H 0.286 2.686 0.852
H 1.167 3.272 2.197
C -4.927 -1.949 1.615
C -4.754 -0.458 1.417
O -5.990 0.148 1.741
C -6.252 1.120 2.739
O -7.396 1.536 2.919
O -5.181 1.558 3.381
C -5.329 2.444 4.476
H -3.954 -2.440 1.593
H -5.401 -2.424 0.756
H -5.411 -2.173 2.565
H -4.506 -0.143 0.403
H -4.057 -0.063 2.156
H -4.386 2.660 4.977
H -6.050 1.988 5.155
H -5.578 3.448 4.132
C 4.082 -3.827 -5.815
C 2.733 -3.619 -5.117
O 2.954 -3.752 -3.701
C 2.035 -3.292 -2.816
O 0.933 -2.811 -3.079
O 2.477 -3.550 -1.562
C 1.652 -3.289 -0.456
H 4.315 -4.885 -5.697
H 4.910 -3.276 -5.370
H 4.035 -3.496 -6.853
H 1.969 -4.301 -5.491
H 2.310 -2.628 -5.283
H 2.140 -3.625 0.460
H 0.743 -3.889 -0.481
H 1.288 -2.270 -0.329
C -3.397 -4.677 0.474
C -2.750 -4.052 -0.748
O -3.206 -4.564 -1.985
C -2.780 -4.135 -3.200
O -2.073 -3.147 -3.397
O -3.254 -5.009 -4.088
C -2.464 -5.152 -5.217
H -4.485 -4.640 0.510
H -3.127 -4.315 1.466
H -3.047 -5.709 0.493
H -1.670 -4.079 -0.604
H -3.017 -2.996 -0.791
H -1.380 -5.226 -5.131
H -2.623 -4.240 -5.793
H -2.850 -5.995 -5.790
C -2.305 2.952 -5.142
C -2.790 1.652 -5.682
O -3.744 1.058 -4.834
C -3.385 0.264 -3.782
O -2.269 -0.164 -3.507
O -4.462 -0.084 -3.191
C -4.430 -0.938 -2.078
H -1.553 2.729 -4.386
H -3.081 3.592 -4.722
H -1.839 3.551 -5.925
H -1.928 0.998 -5.815
H -3.173 1.642 -6.703
H -4.411 -1.942 -2.502
H -5.322 -0.956 -1.451
H -3.568 -0.925 -1.412
C -1.532 2.619 8.708
C -1.105 3.163 7.290
O -1.585 2.185 6.352
C -1.464 2.499 5.063
O -0.873 3.532 4.624
O -1.944 1.432 4.323
C -1.568 1.346 2.891
H -1.266 3.236 9.566
H -1.159 1.621 8.939
H -2.597 2.388 8.741
H -0.016 3.204 7.249
H -1.464 4.177 7.116
H -2.077 2.153 2.363
H -1.926 0.424 2.434
H -0.480 1.384 2.831
C 4.041 -0.303 -5.320
C 2.768 0.447 -5.654
O 2.309 1.377 -4.676
C 1.400 1.033 -3.742
O 0.839 -0.039 -3.571
O 1.082 2.177 -3.093
C 0.093 2.272 -2.110
H 4.888 0.363 -5.151
H 4.189 -0.970 -6.169
H 3.888 -0.910 -4.428
H 1.973 -0.251 -5.917
H 3.029 1.076 -6.505
H 0.391 1.932 -1.118
H -0.857 1.819 -2.394
H -0.138 3.335 -2.051
C 2.577 2.371 6.556
C 3.421 1.139 6.138
O 2.575 0.073 5.723
C 2.190 -0.029 4.444
O 2.579 0.736 3.526
O 1.378 -0.999 4.331
C 0.946 -1.495 3.032
H 2.054 2.761 5.683
H 3.274 3.091 6.984
H 1.919 2.058 7.367
H 3.909 0.708 7.012
H 4.158 1.479 5.411
H 1.729 -1.558 2.277
H 0.152 -0.807 2.744
H 0.355 -2.404 3.146
*
```

Its highest occupied orbital energy (alpha / beta) is -13.561 / -13.561 eV. The molar mass is 1075.7 g/mol. The energy comes out at -4914.78423 a.u. The frontier orbital gap (alpha / beta) comes out at 8.09 / 2.31 eV. The calculation puts the largest force on an atom at 4.5 eV Å⁻¹.

Atom charges from the Mulliken analysis, given in e for atoms 1 to 2:
1. Cr 0.3164
2. B -0.8461

Which of these has the highest energy? C3H6N4

Among the records above, which one has the highest energy? C3H6N4

Which of these has the lowest energy? C36H72BCrF4O27